1.
A molecular structure, C53H47N8P2SSe2Ti, computed with ωB97M-V with the def2-TZVPD basis set.

ORCA input file:
```
! RIJCOSX wB97M-V def2-TZVPD def2/J DEFGRID3
* xyz 1 1
Se -1.76 3.31 -0.39
Se 3.82 -2.15 -0.36
Ti -2.22 -0.98 -0.29
S -6.24 1.09 -0.13
P 0.30 2.92 -0.27
P 3.37 -0.11 -0.45
N -0.32 -0.83 -0.69
N -0.59 0.42 -0.38
N -2.83 -1.04 -2.48
N -3.56 0.46 -0.36
N 0.95 -1.02 -0.82
N -2.89 -0.84 1.79
N 0.36 -3.14 2.92
N -3.91 -2.06 -0.31
C -3.85 -1.24 4.38
C 5.75 2.15 -3.65
C -1.48 1.01 2.55
C 2.48 3.76 1.35
C -4.30 -2.20 -3.96
C 5.21 0.87 1.28
C 1.47 2.61 -2.81
C -1.33 -3.82 1.22
C -1.18 -5.81 -0.16
C -2.46 -0.08 2.80
C 1.77 3.09 -4.07
C 1.13 -4.36 3.04
C -4.71 0.74 -0.26
C 2.98 0.85 2.18
C -5.76 -2.97 0.89
C -4.37 -1.96 3.32
C 1.57 0.14 -0.59
C 4.26 0.81 -1.75
C -1.06 -3.30 2.62
C 1.67 4.45 -4.34
C -1.56 -3.02 0.09
C 4.27 2.20 -1.78
C -2.78 -0.60 -4.83
C 5.02 0.09 -2.67
C -2.34 -0.37 -3.52
C -4.52 -2.31 0.85
C 1.10 3.67 1.19
C -4.49 -2.41 -1.47
C -3.75 -1.56 -5.05
C 5.76 0.77 -3.62
C 4.85 1.40 3.59
C 0.26 4.18 2.17
C 0.99 4.85 -2.08
C 3.01 4.32 2.50
C -1.31 -5.02 -1.29
C 0.79 4.75 3.32
C 1.01 -2.18 2.07
C -3.84 -1.90 -2.68
C 3.48 1.22 3.42
C -2.93 -0.25 4.11
C -6.37 -3.33 -0.29
C 1.07 3.49 -1.81
C 5.71 1.24 2.51
C 3.84 0.69 1.11
C -1.50 -3.66 -1.15
C -1.31 0.68 -3.28
C -1.18 -5.21 1.07
C -3.90 -1.72 2.03
C 1.30 5.33 -3.34
C 0.56 1.10 -0.31
C 5.01 2.87 -2.73
C -5.73 -3.05 -1.49
C 2.17 4.81 3.49
H -1.58 -3.08 -2.08
H 1.91 0.70 2.06
H -6.22 -3.28 -2.42
H 1.99 -1.94 2.49
H 0.65 5.52 -1.30
H 1.55 1.55 -2.61
H 1.27 -4.87 2.08
H 1.16 -2.56 1.04
H 2.82 1.35 4.26
H 6.34 2.68 -4.40
H 5.24 1.67 4.56
H -1.26 -5.47 -2.27
H -7.34 -3.78 -0.29
H 5.01 3.95 -2.75
H -2.55 0.39 4.88
H -4.09 -1.77 -6.06
H -0.81 4.16 2.02
H -6.26 -3.14 1.83
H -1.18 1.30 -4.16
H 5.88 0.70 0.44
H -1.50 -2.32 2.76
H -1.48 -3.99 3.35
H 6.77 1.38 2.64
H 2.06 2.40 -4.85
H 5.03 -0.99 -2.62
H -0.53 0.81 3.05
H 0.64 -5.02 3.74
H -4.20 -1.41 5.38
H -1.33 1.16 1.49
H -0.35 0.22 -3.06
H 6.35 0.21 -4.34
H -2.36 -0.03 -5.64
H -1.06 -6.88 -0.25
H 2.11 -4.10 3.43
H -1.06 -5.81 1.96
H 3.15 3.39 0.59
H 1.22 6.38 -3.54
H -1.88 1.94 2.97
H 0.13 5.14 4.08
H -5.09 -2.93 -4.11
H 0.40 -1.26 2.02
H 4.08 4.37 2.63
H 3.70 2.75 -1.05
H 1.87 4.82 -5.33
H -1.62 1.32 -2.45
H 2.58 5.26 4.38
H -5.13 -2.70 3.49
*
```

***

2.
A molecular structure, C35H80N4NbO8, computed with ωB97M-V with the def2-TZVPD basis set.

ORCA input file:
```
! RIJCOSX wB97M-V def2-TZVPD def2/J DEFGRID3
* xyz -1 1
Nb -1.49 -2.10 5.11
O 7.71 6.97 2.28
O 3.82 4.50 2.18
O -2.00 -7.04 -1.98
O -4.36 -2.08 -5.33
O 0.98 0.89 3.00
O 7.95 9.58 -1.54
O -2.18 -5.93 -6.20
O -5.93 -1.35 -0.98
N -3.51 -0.70 -2.59
N 1.06 4.04 3.31
N -0.03 -6.21 -4.27
N 6.74 6.82 -0.56
C -2.97 -0.57 -3.93
C -2.19 -0.31 3.88
C -1.72 -4.69 3.13
C -0.89 -6.41 -6.53
C 7.62 5.79 1.49
C 8.13 8.31 -2.13
C 6.47 7.41 2.80
C -1.30 -3.36 3.21
C -2.93 -6.87 -3.03
C 3.37 4.88 0.89
C -0.80 -7.70 -2.33
C -3.89 -0.76 -5.14
C -4.57 0.22 -2.23
C 0.74 1.64 4.18
C -1.10 -4.81 0.81
C 7.84 6.07 0.02
C -4.74 -0.72 3.60
C -5.35 -2.44 -0.29
C 0.26 -6.80 -2.96
C -0.65 -3.49 0.87
C -0.30 -7.15 -5.35
C -0.75 -2.78 2.06
C 2.26 4.36 4.06
C -5.52 -2.43 -4.59
C 2.22 1.10 2.37
C -4.97 -3.08 2.56
C -2.26 -4.52 -6.03
C 8.29 9.68 -0.17
C -3.40 -0.45 2.93
C 0.19 3.03 3.93
C 3.22 5.22 3.25
C 6.98 7.33 -1.90
C -5.64 -1.77 2.93
C -5.20 -0.14 -0.90
C -1.62 -5.41 1.95
H 8.41 5.11 1.84
H -5.08 -2.16 0.74
H 7.44 9.45 0.47
H -0.41 -1.76 2.08
H -4.45 -2.82 -0.79
H -4.10 -2.96 1.93
H -3.84 -1.65 -2.45
H 9.13 9.04 0.08
H 2.71 6.12 2.89
H -0.83 -5.60 -4.16
H 1.32 3.72 2.38
H 0.30 -1.61 5.09
H -0.02 1.09 4.73
H -3.19 -2.80 5.32
H -6.19 -1.58 -4.47
H 6.06 7.83 -2.22
H 3.02 1.31 3.10
H 1.19 -7.37 -3.03
H 4.03 5.53 3.91
H 9.10 7.89 -1.82
H 2.18 1.92 1.64
H -1.01 -3.50 6.20
H -4.73 -0.06 -5.15
H -1.97 -6.43 1.91
H -1.03 -8.58 -2.95
H 1.98 4.90 4.96
H -2.15 -5.17 4.00
H -6.14 -1.35 2.05
H -5.90 0.65 -0.62
H 8.57 10.72 0.02
H -5.31 0.21 3.59
H 7.93 5.11 -0.51
H -4.44 -0.20 -0.12
H -3.30 -4.25 -5.90
H -1.71 -4.19 -5.14
H -0.69 2.93 3.29
H -0.25 -3.02 -0.02
H -4.16 1.23 -2.16
H -1.05 -5.34 -0.13
H -2.16 -1.31 -4.02
H -4.64 -3.60 3.46
H -2.90 -7.71 -3.74
H -1.87 -3.99 -6.90
H -2.51 0.41 -4.02
H -6.04 -3.22 -5.14
H 6.66 5.29 1.66
H 5.82 7.84 2.03
H -1.34 0.00 3.26
H -3.49 0.51 2.41
H 7.12 6.48 -2.57
H -4.61 -0.96 4.65
H -6.43 -2.01 3.64
H 8.80 6.59 -0.07
H -5.66 -3.75 2.04
H 0.44 -5.97 -2.27
H 6.51 7.60 0.05
H -0.38 -8.08 -1.39
H 2.48 0.19 1.83
H 3.42 5.97 0.76
H -2.78 -5.93 -3.57
H -6.09 -3.24 -0.24
H -3.16 -1.18 2.15
H -2.40 0.52 4.56
H 1.64 1.64 4.81
H 2.35 4.54 0.69
H -3.93 -6.83 -2.58
H 8.20 8.49 -3.20
H -5.26 -2.84 -3.61
H -3.29 -0.54 -6.03
H 2.81 3.46 4.37
H -1.84 -1.07 6.61
H 6.68 8.18 3.54
H 0.63 -7.64 -5.65
H -5.38 0.25 -2.98
H -1.00 -7.11 -7.37
H -1.02 -7.92 -5.06
H 5.94 6.58 3.29
H 4.04 4.42 0.17
H -0.24 -5.60 -6.86
H -0.16 3.44 4.88
*
```

***

no.,orbital gap (eV),electronic energy (eV),maximum force (eV Å⁻¹)
1,6.0,-250862.88148,2.2
2,6.6,-61471.72715,2.2